DFT (ωB97M-V/def2-TZVPD) results for 10 unconnected molecules or ions with the total composition C30H80O10 at a distorted geometry.

Its structure (SMILES) is CC(C)O.CC(C)O.CC(C)O.CC(C)O.CC(C)O.CC(C)O.CC(C)O.CC(C)O.CC(C)O.CC(C)O. As for the HOMO-LUMO gap: 10.18 eV. As for the electronic energy: -1943.35015 Ha. The energy above the lowest of the compared OMol25 structures with the same formula, charge and spin is 190.3 kJ/mol. The calculation puts the LUMO energy at 0.5 eV. As for the HOMO energy: -0.35619 Eh.

Structure (XYZ):
```
120
Properties=species:S:1:pos:R:3:forces:R:3:mulliken_charge:R:1
C -29.91607 -5.39682 1.24797 0.25 0.14 1.02 -1.178
C -28.52856 -5.32871 1.88557 0.18 0.24 0.62 0.297
C -27.86122 -6.68956 2.09094 0.00 -0.17 -1.24 -0.432
O -27.70490 -4.40992 1.17564 0.22 -0.30 -0.63 -0.576
H -29.92020 -5.84280 0.25264 0.18 -0.15 0.05 0.124
H -30.31702 -4.38604 1.17949 -0.09 -0.02 -0.03 0.383
H -30.54072 -5.97321 1.93475 -0.26 -0.07 -0.33 0.381
H -28.52281 -4.85176 2.87450 -0.74 -0.13 -0.04 0.282
H -26.86776 -6.56202 2.51779 -0.04 -0.07 0.11 0.371
H -27.74783 -7.16474 1.10720 0.20 0.06 0.00 -0.449
H -28.44624 -7.41715 2.65482 -0.12 0.35 0.37 0.469
H -27.85543 -4.56271 0.23345 0.21 0.04 0.06 0.350
C -33.36464 -12.07677 1.21726 1.09 -0.07 -0.61 -1.130
C -32.88445 -11.23983 2.39637 -0.81 0.45 -0.39 0.381
C -31.37183 -11.18291 2.49580 0.00 0.53 0.03 -0.725
O -33.34747 -9.89062 2.15520 0.41 -0.10 0.30 -0.538
H -33.20217 -13.14867 1.34798 -0.24 0.01 0.14 0.351
H -32.72183 -11.77856 0.38119 -0.09 -0.14 -0.07 0.149
H -34.36992 -11.85430 0.86526 -0.23 -0.13 0.49 0.387
H -33.34839 -11.58120 3.32683 0.23 -0.13 0.11 0.358
H -30.95566 -10.73533 1.58985 -0.12 -0.28 -0.16 -0.153
H -30.92472 -12.16186 2.66023 -0.03 -0.04 0.00 0.257
H -31.05578 -10.49359 3.28084 -0.15 -0.23 0.27 0.403
H -34.30434 -9.90622 2.24291 -0.03 0.09 -0.04 0.297
C -24.11253 -15.23708 2.27517 -0.33 -0.39 0.01 -0.890
C -22.82540 -14.84017 1.59544 0.51 -0.28 0.11 0.295
C -22.44205 -13.38992 1.81128 -0.34 0.61 -0.57 -0.013
O -21.80926 -15.70825 2.11624 -0.06 -0.15 0.28 -0.587
H -24.99429 -14.71783 1.89673 0.19 0.27 -0.08 0.101
H -24.05565 -15.07542 3.35262 0.05 0.05 -0.01 0.012
H -24.29655 -16.29793 2.09558 0.08 -0.03 0.11 0.478
H -22.89224 -15.07662 0.52656 -0.20 0.36 -0.06 0.253
H -22.59758 -13.01632 2.82402 -0.01 -0.38 0.14 -0.449
H -23.06372 -12.76951 1.15608 0.01 0.08 0.06 -0.085
H -21.40494 -13.18176 1.54166 0.03 -0.17 -0.05 0.505
H -21.02516 -15.61104 1.56887 0.03 0.04 0.05 0.325
C -25.51673 -7.03747 -0.99668 -1.15 0.53 0.44 -1.070
C -24.03675 -7.20072 -1.24670 0.56 -0.31 0.40 0.100
C -23.31412 -8.15064 -0.29220 -0.81 0.68 0.59 -0.705
O -23.78268 -7.64080 -2.58552 -0.21 0.18 0.05 -0.651
H -25.73288 -6.34064 -0.17963 0.37 0.24 -0.11 0.471
H -26.12913 -7.89098 -0.70301 0.67 -0.55 -0.26 0.222
H -26.00671 -6.64124 -1.88904 0.13 0.15 -0.03 0.348
H -23.57634 -6.21954 -1.10342 0.02 0.04 -0.55 0.363
H -23.68900 -9.15295 -0.50168 0.46 -0.20 0.17 -0.044
H -23.58269 -7.88795 0.73714 -0.17 -0.19 0.00 0.269
H -22.23541 -8.01153 -0.32883 0.04 -0.43 -0.48 0.375
H -24.39374 -8.37694 -2.71677 0.11 0.03 -0.17 0.354
C -27.40842 -10.54570 2.08979 0.05 1.15 -1.08 -0.965
C -26.01352 -10.54134 2.69375 0.72 -0.94 0.56 0.858
C -25.70532 -11.86436 3.37977 0.50 -0.64 -0.22 -0.436
O -25.01931 -10.35744 1.67053 -0.63 0.02 -0.28 -0.201
H -28.16873 -10.11975 2.74194 -0.02 -0.41 0.26 0.472
H -27.72400 -11.48375 1.62943 0.13 -0.39 0.66 0.199
H -27.44342 -9.89651 1.20466 0.22 0.38 0.26 -0.175
H -25.81708 -9.79312 3.46671 -0.63 0.51 -0.26 0.257
H -26.08724 -11.97294 4.39516 -0.37 0.01 -0.14 0.494
H -24.62283 -11.99750 3.45630 0.04 0.25 0.18 -0.412
H -26.01729 -12.68930 2.73494 -0.28 -0.07 0.22 -0.164
H -24.17255 -10.39890 2.13372 0.08 0.19 -0.10 -0.076
C -29.90900 -15.59591 5.28472 0.12 0.26 -0.56 -1.362
C -28.58358 -15.71526 4.52883 0.04 -1.22 1.19 0.456
C -28.45455 -14.76586 3.36159 -0.37 0.94 1.35 -0.897
O -27.52651 -15.45443 5.47491 0.34 0.68 -0.51 -0.457
H -30.03838 -16.25490 6.14355 0.37 -0.30 -0.15 0.416
H -30.72672 -15.79934 4.58876 -0.18 0.31 0.18 0.338
H -29.92404 -14.58420 5.69580 -0.41 0.09 -0.22 0.317
H -28.41170 -16.74891 4.20491 -0.34 0.01 -0.29 0.203
H -29.33836 -14.76415 2.72550 0.34 -0.68 -0.49 0.496
H -27.47418 -14.88573 2.91050 -0.23 0.03 -0.50 0.059
H -28.53283 -13.75889 3.79354 0.48 0.06 -0.01 0.177
H -27.52939 -16.13395 6.15153 -0.13 -0.13 -0.01 0.287
C -26.12921 -12.47468 -1.70740 0.25 -0.67 0.02 -1.370
C -25.95044 -11.05795 -2.20694 -0.57 0.56 0.80 0.904
C -26.76418 -10.73414 -3.43646 -0.46 -0.43 -0.56 -1.321
O -26.46118 -10.16546 -1.19832 -0.18 0.35 0.01 0.443
H -25.48519 -12.68202 -0.84809 -0.06 0.26 0.12 0.168
H -25.85884 -13.24782 -2.43136 -0.07 0.21 -0.24 0.471
H -27.16242 -12.64700 -1.40139 -0.05 0.09 -0.06 0.234
H -24.89112 -10.83804 -2.37646 0.06 -0.08 -0.03 0.308
H -26.58379 -9.76264 -3.89733 0.53 -0.05 0.11 0.344
H -27.83522 -10.69392 -3.22295 0.05 -0.29 0.34 0.117
H -26.61472 -11.53692 -4.16308 0.05 0.24 -0.21 0.451
H -26.14281 -10.35225 -0.30493 0.52 -0.24 -0.17 -0.515
C -24.00429 -14.12264 6.34576 0.05 1.01 -0.25 -0.834
C -22.84878 -14.02505 7.30779 0.95 -1.96 0.78 0.553
C -22.90197 -14.94726 8.55651 -0.03 0.91 -0.33 -1.488
O -21.65835 -14.42816 6.60731 0.45 0.70 -0.19 -0.571
H -24.06968 -15.10797 5.88361 -0.09 -0.14 0.26 0.238
H -23.75811 -13.42022 5.54320 -0.25 -0.06 -0.13 0.106
H -24.96935 -13.82184 6.75314 -0.01 -0.18 0.11 0.397
H -22.60583 -13.02972 7.67960 -0.37 0.24 -0.35 0.181
H -21.93274 -14.85466 9.04578 0.03 -0.11 0.00 0.381
H -23.03399 -15.98624 8.25681 -0.25 -0.03 0.10 0.321
H -23.64519 -14.60813 9.28162 -0.23 -0.29 -0.13 0.365
H -21.79541 -15.24354 6.11688 -0.27 -0.04 0.05 0.339
C -20.71757 -9.66985 3.14110 0.70 -0.83 0.00 -1.405
C -21.60504 -10.31691 4.20940 0.28 0.77 -0.21 1.198
C -21.05571 -10.08196 5.59969 0.57 0.80 -0.43 -1.622
O -22.91228 -9.76067 4.04862 -0.56 -0.49 0.02 -0.338
H -19.80964 -10.27776 3.04779 0.04 0.15 -0.06 0.407
H -20.39566 -8.65469 3.37782 -0.23 0.03 0.24 0.331
H -21.17724 -9.64682 2.15380 -0.25 -0.10 0.10 0.292
H -21.64136 -11.40140 4.07728 -0.37 0.08 -0.36 -0.173
H -20.03390 -10.46356 5.63529 -0.16 -0.37 0.26 0.392
H -21.67987 -10.48058 6.39520 0.06 -0.12 0.00 0.361
H -20.91014 -9.00072 5.71422 -0.30 0.01 0.29 0.461
H -23.07741 -9.08757 4.71502 0.13 -0.03 0.03 0.195
C -31.31778 -7.82227 -1.78974 0.92 -0.22 0.56 -1.699
C -30.21543 -8.55665 -0.99478 -0.57 -0.04 -1.79 1.085
C -30.43339 -10.06466 -1.12541 0.20 -0.61 0.94 -1.075
O -28.98932 -8.23770 -1.65201 0.26 -0.10 0.42 -0.570
H -31.02926 -6.77932 -1.92677 -0.35 0.15 0.42 0.420
H -32.24615 -7.98136 -1.24326 -0.23 0.39 -0.29 0.348
H -31.36647 -8.21151 -2.80673 -0.14 -0.34 0.11 0.404
H -30.15367 -8.18441 0.03162 -0.32 -0.30 0.14 0.011
H -30.41871 -10.41346 -2.15765 0.14 0.38 -0.14 0.401
H -31.35149 -10.47152 -0.69118 -0.13 0.52 0.05 0.125
H -29.63479 -10.59545 -0.59182 0.11 0.00 -0.13 0.213
H -28.32109 -8.80766 -1.24256 0.29 0.09 -0.35 0.096
```
Forces are in eV/Å.